Below is C27H29BrGeMoN2O2S4 as an isolated structure in a non-equilibrium geometry, with properties calculated with the ωB97M-V functional and the def2-TZVPD basis.

XYZ file:
```
67
Properties=species:S:1:pos:R:3
Mo -0.77340 1.08880 -1.20714
Br -2.73204 4.77204 4.90684
C -2.04560 4.05522 3.29364
C -0.87384 4.58952 2.74548
C -0.38225 4.09243 1.55549
C -1.04337 3.05392 0.90454
O -0.59482 2.49648 -0.19961
C -2.23819 2.49586 1.45202
C -2.97186 1.48271 0.77240
N -2.58714 0.89093 -0.33631
C -3.48164 0.05226 -1.01875
C -4.56881 -0.62353 -0.50084
C -5.38589 -1.39354 -1.34132
C -5.15819 -1.45178 -2.69346
C -4.06357 -0.76437 -3.26493
C -3.76433 -0.73782 -4.64407
C -2.65885 -0.03931 -5.06844
C -1.81691 0.56737 -4.13305
N -2.05452 0.55538 -2.83037
C -3.19854 -0.04795 -2.40235
C -2.71245 3.02368 2.66053
H -0.36267 5.39277 3.25518
H 0.51359 4.49959 1.10814
H -3.94650 1.24039 1.19152
H -4.79607 -0.58775 0.55322
H -6.21819 -1.92863 -0.90789
H -5.80584 -2.02925 -3.33431
H -4.39361 -1.27235 -5.34102
H -2.40800 0.02476 -6.11581
H -0.90246 1.05260 -4.46124
H -3.61040 2.61661 3.09438
O 3.54904 -3.59326 -4.11429
C 2.76955 -2.82634 -3.67750
S 1.23719 -3.29096 -2.87223
C 0.73838 -1.67103 -2.46976
C 1.53600 -0.62921 -2.89000
S 1.11924 1.02884 -2.61193
S 2.99559 -1.03170 -3.73762
S -0.67036 -1.44906 -1.52863
C 3.06129 -4.50309 0.23321
C 2.09530 -3.76077 1.14585
C 2.01920 -2.27968 0.77014
C 0.84673 -1.57420 1.43265
Ge 0.66172 0.36394 0.91649
C 2.33953 1.47615 0.71122
C 2.97707 1.83671 2.04765
C 3.65872 0.64919 2.71301
C 4.51189 1.08186 3.89527
H 3.19257 -5.52646 0.57092
H 4.03368 -4.01500 0.21637
H 2.67769 -4.54220 -0.78607
H 2.43108 -3.84700 2.18003
H 1.10441 -4.21705 1.08257
H 1.93338 -2.19898 -0.31527
H 2.94923 -1.79106 1.06468
H 0.97830 -1.56160 2.51621
H -0.08744 -2.10224 1.22984
H -0.08190 0.97352 2.13156
H 2.07375 2.38462 0.15570
H 3.05568 0.92174 0.10006
H 2.23079 2.25617 2.72894
H 3.72213 2.61367 1.86206
H 4.29681 0.14469 1.98554
H 2.89666 -0.06417 3.04518
H 5.30651 1.74808 3.56482
H 4.96410 0.22020 4.37735
H 3.91283 1.60864 4.63352
```

E_LUMO (alpha / beta) ... -7.96 / -8.58 eV
Strongest force on any atom ... 5.2 eV/Å
Charge ... +2
Total energy ... -207285.40769 eV
2S+1 ... 3
Highest occupied orbital energy (alpha / beta) ... -14.04 / -14.34 eV

natural (NBO) population analysis, charges in e, atoms 1 to 2: 0.90 0.16

Below is C27H29BrIN7NaOS2SbSe4 as an isolated structure, with properties calculated with the ωB97M-V functional and the def2-TZVPD basis.

XYZ file:
```
74
Properties=species:S:1:pos:R:3
Na 0.22462 -0.44481 -0.01636
C -2.13849 -2.60096 -4.88034
C -1.21481 -1.69185 -4.54569
C -0.88551 -1.37368 -3.12941
C -1.54033 -2.26981 -2.10564
C -2.56840 -3.20092 -2.55016
C -2.85088 -3.35251 -3.85436
N -1.18302 -2.12524 -0.87041
N -1.74836 -2.96230 0.04757
C -1.71399 -2.48818 1.29848
C -2.21019 -3.34666 2.33375
C -2.32722 -2.87458 3.61053
C -1.93621 -1.55430 3.91119
C -1.41039 -0.80411 2.87956
N -1.28436 -1.22769 1.61459
H -2.37450 -2.77858 -5.92314
H -0.68262 -1.11365 -5.29372
H 0.20045 -1.35466 -2.98726
H -3.07786 -3.77002 -1.78484
H -3.62354 -4.05130 -4.15907
H -2.49828 -4.35393 2.06112
H -2.71858 -3.51893 4.39122
H -2.02725 -1.13942 4.90584
H -1.07757 0.21542 3.05913
Se 0.51599 3.88642 -2.89619
Sb 0.85327 1.58956 -3.56851
Se -1.40992 0.53428 -2.78656
Se 2.39475 0.41073 -2.05098
Se 1.18261 1.01962 -5.89742
Br 5.67575 -2.56448 4.56607
C 4.24836 -1.57417 3.80042
C 3.01326 -2.16768 3.64426
C 2.01137 -1.41286 3.04921
N 2.18812 -0.15591 2.64869
C 3.38373 0.39750 2.82631
C 4.46091 -0.27184 3.39246
H 2.83124 -3.18956 3.94419
H 1.03390 -1.84523 2.87032
H 3.49679 1.42359 2.48773
H 5.42310 0.20804 3.49901
S -3.42015 2.05895 1.02292
C -4.22810 0.76287 0.43069
N -4.35576 -0.45003 1.01053
C -4.74718 -1.54079 0.12306
C -5.70103 -0.91275 -0.88011
S -5.04126 0.76116 -1.13253
H -3.70870 -0.63714 1.76569
H -5.22624 -2.33559 0.69621
H -3.86793 -1.95886 -0.36831
H -6.71630 -0.84604 -0.48629
H -5.70674 -1.45622 -1.82319
N 1.38738 2.58679 0.70160
C 0.43022 3.14260 1.53161
C 0.29972 2.73885 2.86716
C -0.63210 3.34093 3.69947
C -1.45297 4.35837 3.23353
C -1.33044 4.75636 1.90535
C -0.40821 4.16303 1.06177
H 1.29125 2.73810 -0.29767
H 1.75593 1.68260 0.95288
H 0.91934 1.93046 3.23459
H -0.72431 2.99694 4.72392
H -2.19230 4.81315 3.88097
H -1.98335 5.52591 1.50968
H -0.34155 4.44939 0.01819
N 1.87902 -3.21558 -1.57377
C 2.49088 -2.42887 -0.65287
O 1.91086 -2.01624 0.33800
C 3.96374 -2.15635 -0.85810
I 5.09200 -3.52314 0.36019
H 0.86721 -3.22815 -1.49053
H 2.24242 -3.20200 -2.51297
H 4.20322 -1.16452 -0.49602
H 4.29975 -2.28466 -1.87978
```

E_LUMO ... 3.16 eV
Strongest force on any atom ... 0.4 eV/Å
Charge ... -2
Total energy ... -413107.21192 eV
Highest occupied orbital energy ... -2.02 eV
ΔE to the lowest compared entry with this formula, charge and spin ... 0.0 kcal/mol

Mulliken population analysis, charges in e, atoms 1 to 2: 0.75 -0.51

Below is C27H29ClOPRh as an isolated structure in a non-equilibrium geometry, with properties calculated with the ωB97M-V functional and the def2-TZVPD basis.

XYZ file:
```
60
Properties=species:S:1:pos:R:3
C 0.26440 3.27316 0.05385
C 1.30948 2.42502 -0.41293
C 0.83142 1.72357 -1.54541
H 2.34209 2.40697 -0.04164
C -0.51530 2.10402 -1.80876
C -0.88632 3.07419 -0.81804
H -1.84224 3.57970 -0.74732
H 0.38629 3.97124 0.88677
H 1.44404 1.09383 -2.18701
H -1.13539 1.67283 -2.58083
Rh -0.35226 1.32026 0.06317
Cl -2.39245 -0.38764 0.00052
P 0.25702 -0.87747 -0.12142
C 0.48287 -1.03958 -1.94812
C 1.71876 -1.41150 -2.49859
H 2.56049 -1.69208 -1.86426
C 1.86109 -1.44756 -3.88269
H 2.83734 -1.70202 -4.30923
C 0.77482 -1.16810 -4.71320
H 0.89382 -1.18635 -5.79444
C -0.48361 -0.87692 -4.16001
H -1.34298 -0.67543 -4.79601
C -0.62665 -0.85191 -2.77706
H -1.59571 -0.65563 -2.31090
C 2.01149 -0.96468 0.52355
C 3.01193 -0.11096 0.03082
H 2.80864 0.55336 -0.80339
C 4.28566 -0.07912 0.58591
H 5.02334 0.64078 0.21413
C 4.63730 -0.99721 1.57096
H 5.66525 -1.02883 1.93946
C 3.67026 -1.88806 2.05539
H 3.94550 -2.64375 2.79322
C 2.35486 -1.82776 1.58247
H 1.60103 -2.47404 2.02110
C -0.15696 -2.71329 0.11204
C 0.12628 -3.68400 -0.87062
H 0.59608 -3.40931 -1.81045
C -0.15584 -5.03818 -0.65224
H 0.06803 -5.76079 -1.43816
C -0.69812 -5.45672 0.55658
H -0.92437 -6.51481 0.71427
C -0.93281 -4.51620 1.56102
H -1.32041 -4.83928 2.52339
C -0.65191 -3.15584 1.34733
H -0.79197 -2.42185 2.14581
C -3.78717 2.96165 1.14521
C -2.57911 2.93470 2.11484
C -2.02960 4.38100 2.15840
C -3.14085 2.63980 3.50315
O -1.64439 1.96970 1.88238
H -4.51173 3.70538 1.49972
H -4.25132 1.97508 1.14517
H -3.50355 3.23010 0.12437
H -2.78274 5.03762 2.60610
H -1.13106 4.40069 2.77636
H -1.80240 4.75321 1.15668
H -3.61497 1.65669 3.47724
H -2.31862 2.61028 4.22016
H -3.86675 3.40206 3.80120
```

E_LUMO (alpha / beta) ... 0.72 / -2.18 eV
Strongest force on any atom ... 9.8 eV/Å
Total energy ... -55330.60295 eV
2S+1 ... 5
Highest occupied orbital energy (alpha / beta) ... -5.67 / -8.54 eV
ΔE to the lowest compared entry with this formula, charge and spin ... 0.0 kcal/mol

Mulliken population analysis, charges in e, atoms 1 to 2: -0.85 0.19

Below is C27H29F7IrN2O4S2 as an isolated structure, with properties calculated with the ωB97M-V functional and the def2-TZVPD basis.

XYZ file:
```
72
Properties=species:S:1:pos:R:3
Ir 0.00942 1.13488 0.54297
C -3.41824 1.19220 -2.91060
C -2.18910 1.85009 -2.35081
C -2.19111 3.22721 -2.06587
C -1.06067 3.89992 -1.62426
C 0.11550 3.20307 -1.44581
C 0.15786 1.79461 -1.63820
C -1.01437 1.15724 -2.15314
H -4.29629 1.41275 -2.30248
H -3.29820 0.11156 -2.97361
H -3.62184 1.56324 -3.91621
H -3.10822 3.78569 -2.21799
H -1.09659 4.96429 -1.43692
H 1.01192 3.72628 -1.13724
H 1.12526 1.34467 -1.83968
H -0.96691 0.10862 -2.41805
C 3.78632 -1.89039 -1.83811
C 2.64169 -0.89473 -2.05676
C 2.84520 -0.17065 -3.39454
C 1.29009 -1.59373 -1.99789
C 0.90454 -2.38376 -3.07748
C -0.31795 -3.02363 -3.09857
C -1.19880 -2.88281 -2.03568
C -0.90173 -2.08832 -0.93773
C -1.92559 -2.02866 0.18484
C -1.39435 -2.46931 1.55119
C -2.65026 -0.68993 0.26475
C 0.35985 -1.45555 -0.94622
N 0.74098 -0.58996 0.13911
C 1.74876 -1.03308 0.93197
C 2.03642 -2.42398 1.07587
C 2.99201 -2.83414 1.96352
C 3.72579 -1.89146 2.69943
C 3.51796 -0.51908 2.55282
C 2.54346 -0.11685 1.69214
F 2.36182 1.19608 1.46747
H 4.74644 -1.38589 -1.94583
H 3.74486 -2.68858 -2.58034
H 3.75152 -2.35348 -0.85209
H 2.69592 -0.14029 -1.26654
H 3.02250 -0.87957 -4.20292
H 3.72283 0.47270 -3.33578
H 1.98665 0.43992 -3.67720
H 1.58047 -2.49988 -3.91382
H -0.58800 -3.64396 -3.94262
H -2.14150 -3.41494 -2.05296
H -2.68799 -2.75559 -0.10438
H -0.76268 -1.71205 2.01597
H -0.83542 -3.40319 1.48195
H -2.23180 -2.64409 2.22679
H -1.96077 0.13954 0.50437
H -3.37467 -0.69712 1.08008
H -3.15765 -0.43089 -0.66252
H 1.44365 -3.13684 0.52083
H 3.17792 -3.88894 2.10843
H 4.47884 -2.23264 3.39812
H 4.09707 0.21419 3.09693
F -0.79857 -0.75365 5.01996
C -1.21814 0.49471 4.89076
F -2.41904 0.51243 4.33021
F -1.23766 1.10488 6.04918
S -0.03712 1.36484 3.76440
O -0.23835 0.56091 2.50221
O 1.27253 1.28192 4.30465
N -0.63445 2.79207 3.66193
S -1.01019 3.62495 2.40248
O -0.33458 3.08943 1.17774
O -0.87058 5.01732 2.57310
C -2.80235 3.28727 2.10714
F -2.92938 2.02296 1.67683
F -3.47523 3.44248 3.22083
F -3.23972 4.10673 1.16991
```

E_LUMO (alpha / beta) ... -9.56 / -9.32 eV
Strongest force on any atom ... 0.5 eV/Å
Charge ... +2
Total energy ... -83152.74590 eV
2S+1 ... 2
Highest occupied orbital energy (alpha / beta) ... -15.21 / -15.20 eV

Mulliken population analysis, charges in e, atoms 1 to 2: 2.55 -1.96

Q: Which value of strongest force on any atom does entry 2 give?
A: 0.4 eV/Å